{"formula": "C2H4EuO", "method": "ωB97M-V with the def2-TZVPD basis set", "elements": ["O", "Eu", "C", "C", "H", "H", "H", "H"], "coordinates": [[2.57747, -0.14049, 0.04346], [0.58017, 0.15672, -0.31665], [-2.12576, -0.81284, 0.11280], [-2.23603, 0.52462, 0.04651], [-2.23169, -1.43401, -0.78051], [-1.96673, -1.31945, 1.06870], [-2.44460, 1.03039, -0.90136], [-2.17959, 1.14318, 0.94720]], "homo_lumo_gap_ha": [0.2073, 0.2276], "s2": 15.7906, "multiplicity": 8}

{"formula": "C46H32CrN4O3S3", "method": "ωB97M-V with the def2-TZVPD basis set", "elements": ["Cr", "O", "C", "C", "C", "C", "C", "C", "C", "N", "N", "C", "O", "C", "C", "C", "C", "C", "C", "H", "H", "H", "H", "H", "H", "H", "H", "H", "H", "S", "C", "C", "C", "C", "C", "C", "N", "C", "C", "C", "C", "C", "C", "C", "C", "N", "C", "C", "C", "C", "C", "S", "C", "H", "H", "H", "H", "H", "H", "H", "H", "H", "H", "H", "H", "O", "S", "C", "C", "C", "C", "C", "C", "C", "C", "C", "C", "C", "C", "H", "H", "H", "H", "H", "H", "H", "H", "H", "H"], "coordinates": [[-0.15616, -0.12979, 1.01115], [1.64707, -0.10977, 1.50860], [2.73448, -0.15248, 0.73950], [3.95114, 0.26184, 1.29345], [5.10361, 0.25933, 0.53594], [5.09011, -0.18097, -0.78851], [3.90604, -0.62126, -1.33550], [2.71320, -0.60197, -0.59788], [1.52396, -1.15619, -1.20381], [0.35709, -1.08280, -0.67712], [-0.67240, -1.79711, -1.29628], [-1.69373, -1.81566, -0.48597], [-1.68163, -1.23035, 0.68969], [-2.92886, -2.52922, -0.87843], [-2.97510, -3.24963, -2.07105], [-4.13623, -3.91047, -2.43358], [-5.25473, -3.85553, -1.61144], [-5.20995, -3.14034, -0.42350], [-4.04888, -2.47890, -0.05530], [3.95429, 0.59354, 2.32365], [6.03211, 0.59545, 0.98015], [6.00072, -0.18987, -1.37140], [3.87888, -0.98989, -2.35445], [1.61732, -1.71258, -2.13400], [-2.09722, -3.28575, -2.70076], [-4.16949, -4.47203, -3.35779], [-6.16092, -4.37393, -1.89665], [-6.08037, -3.10143, 0.21822], [-3.99869, -1.92396, 0.87160], [1.61696, -2.35374, 6.05180], [1.96724, -2.64099, 7.69414], [1.24918, -1.82793, 8.51659], [0.39609, -0.95439, 7.79789], [0.48156, -1.11992, 6.44179], [-0.25345, -0.39510, 5.40078], [0.10297, -0.54328, 4.04347], [-0.52417, 0.07868, 3.07007], [-1.53589, 0.92005, 3.36825], [-1.96783, 1.14742, 4.67111], [-3.05101, 2.07213, 4.88087], [-3.62966, 2.71674, 3.84315], [-3.18489, 2.50267, 2.49043], [-3.73452, 3.13697, 1.36523], [-3.24592, 2.86619, 0.10229], [-2.17528, 1.95394, -0.00354], [-1.64388, 1.35492, 1.03931], [-2.14264, 1.60709, 2.27064], [-3.76550, 3.50028, -1.11200], [-3.55813, 3.12190, -2.41052], [-4.18226, 3.98811, -3.34420], [-4.84922, 5.00754, -2.73669], [-4.72931, 4.92168, -1.03708], [-1.30452, 0.45328, 5.69451], [2.68563, -3.39745, 7.96523], [1.32536, -1.84893, 9.59313], [-0.24364, -0.22738, 8.27704], [0.93365, -1.17028, 3.74387], [-3.39622, 2.24348, 5.89239], [-4.44475, 3.40812, 4.01478], [-4.55528, 3.83254, 1.49806], [-1.72017, 1.73128, -0.95848], [-2.99805, 2.24397, -2.70027], [-4.14490, 3.85216, -4.41463], [-5.41686, 5.80023, -3.19673], [-1.62617, 0.59091, 6.71901], [0.69237, 1.73302, -0.46140], [1.12761, 2.83017, 0.49074], [2.71961, 3.36691, -0.10095], [3.20490, 2.85337, -1.29146], [4.46146, 3.25320, -1.72258], [5.20761, 4.14613, -0.96698], [4.70810, 4.64498, 0.22979], [3.45655, 4.25010, 0.67425], [0.12655, 4.24549, 0.07501], [-0.16750, 4.52278, -1.25317], [-1.00018, 5.59070, -1.54308], [-1.52542, 6.36510, -0.51436], [-1.22791, 6.07371, 0.80877], [-0.39972, 5.00029, 1.11117], [2.61411, 2.13809, -1.84785], [4.86054, 2.85833, -2.64762], [6.18826, 4.45186, -1.30737], [5.29736, 5.33485, 0.81897], [3.06177, 4.62159, 1.61305], [0.24232, 3.89763, -2.03731], [-1.24788, 5.81805, -2.57172], [-2.17654, 7.19698, -0.74825], [-1.64358, 6.67642, 1.60555], [-0.17277, 4.74880, 2.14099]], "homo_lumo_gap_ha": [0.2534, 0.2523], "charge": 1, "s2": 3.7837, "multiplicity": 4}

{"formula": "C5H11F2P2", "method": "ωB97M-V with the def2-TZVPD basis set", "elements": ["C", "C", "C", "C", "C", "F", "F", "P", "P", "H", "H", "H", "H", "H", "H", "H", "H", "H", "H", "H"], "coordinates": [[-4.15598, 0.02714, -1.04739], [2.85760, 0.59319, -0.02832], [0.60717, -0.59261, 1.77786], [1.34960, 0.43511, -0.44915], [0.72476, -0.74063, 0.28057], [-0.56331, -1.28620, -1.87145], [-2.98915, 2.03444, -0.17336], [-2.63318, 0.49328, -0.63896], [-0.87293, -1.37296, -0.30410], [-4.52319, -0.99753, -1.33185], [-4.93007, 0.85285, -1.16623], [3.53491, -0.23015, -0.19390], [3.23620, 1.54264, -0.61719], [3.02879, 0.94601, 1.02387], [0.70246, 0.45466, 2.11971], [-0.38807, -0.91799, 2.10285], [1.20976, -1.32145, 2.31220], [1.41899, 0.21077, -1.51916], [0.94019, 1.36711, -0.25697], [1.44544, -1.49766, -0.01901]], "homo_lumo_gap_ha": 0.2975, "charge": 1}

{"formula": "CFNNdO5S2", "method": "ωB97M-V with the def2-TZVPD basis set", "elements": ["Nd", "N", "S", "O", "O", "S", "O", "F", "O", "C", "O"], "coordinates": [[-0.62701, 1.27263, 2.03794], [-0.16392, -0.89668, 0.64079], [-1.87432, -1.15019, 0.30483], [-2.23705, -2.43391, 0.99296], [-2.31596, 0.07316, 1.16362], [0.81886, -1.39072, -0.49536], [1.85091, -0.30493, -0.72139], [1.75645, -2.58136, 0.31822], [1.64671, 2.72030, -2.27103], [0.97507, 2.29763, -1.41531], [0.17025, 2.39405, -0.55526]], "homo_lumo_gap_ha": [0.2338, 0.2507], "s2": 6.0038, "multiplicity": 5}

{"formula": "C33H62N2O24", "method": "ωB97M-V with the def2-TZVPD basis set", "elements": ["C", "C", "C", "O", "C", "O", "O", "H", "H", "H", "H", "H", "H", "C", "O", "C", "O", "O", "C", "H", "H", "H", "H", "H", "H", "C", "O", "C", "O", "O", "C", "H", "H", "H", "H", "H", "H", "C", "O", "C", "O", "O", "C", "H", "H", "H", "H", "H", "H", "C", "O", "C", "O", "O", "C", "H", "H", "H", "H", "H", "H", "C", "O", "C", "O", "O", "C", "H", "H", "H", "H", "H", "H", "C", "O", "C", "O", "O", "C", "H", "H", "H", "H", "H", "H", "C", "O", "C", "O", "O", "C", "H", "H", "H", "H", "H", "H", "C", "C", "C", "C", "N", "H", "H", "H", "H", "H", "H", "H", "C", "C", "C", "C", "N", "H", "H", "H", "H", "H", "H", "H"], "coordinates": [[5.30890, -4.30338, -3.01218], [4.16890, -3.21638, -3.31218], [3.28390, -2.82138, -2.14818], [3.04290, -1.45438, -2.35918], [4.03990, -0.98138, -3.12118], [4.18290, 0.17962, -3.42618], [4.72690, -1.94138, -3.63318], [4.87990, -5.30138, -2.80418], [5.82790, -4.13238, -2.07218], [5.94490, -4.42638, -3.85618], [3.51690, -3.53238, -4.13818], [3.82190, -3.04338, -1.18618], [2.33890, -3.35338, -2.22218], [-2.51610, -4.90338, 3.97282], [-1.91810, -3.68338, 4.24182], [-2.29710, -2.57538, 3.58682], [-3.21810, -2.53438, 2.46382], [-1.69710, -1.52738, 3.99382], [-1.97910, -0.29338, 3.43682], [-2.53310, -5.17738, 2.95682], [-3.55810, -4.91138, 4.35182], [-2.15810, -5.78038, 4.48982], [-1.69510, -0.26338, 2.36982], [-1.49810, 0.46362, 4.00082], [-3.00410, 0.03462, 3.59082], [1.19990, 1.73562, -2.39818], [1.60990, 2.47162, -1.28318], [0.69890, 2.59362, -0.28518], [-0.55210, 1.98662, -0.31418], [1.12190, 3.27562, 0.78182], [0.20390, 3.31062, 1.88682], [1.98290, 1.46962, -3.09218], [0.32990, 2.18862, -2.89218], [0.87390, 0.79962, -2.04018], [0.69590, 3.90962, 2.64082], [-0.23710, 2.33562, 2.15082], [-0.61410, 4.01862, 1.62582], [-4.75010, 2.74162, 6.95282], [-3.87110, 2.48662, 5.81982], [-4.27710, 2.94062, 4.61682], [-5.36010, 3.76062, 4.31882], [-3.52810, 2.50462, 3.62682], [-3.78710, 2.85962, 2.31082], [-5.82110, 2.83562, 6.72282], [-4.45910, 3.63562, 7.47282], [-4.63710, 1.96662, 7.66082], [-4.57510, 2.41762, 1.85482], [-2.87610, 2.62762, 1.75182], [-3.75110, 3.92362, 2.24082], [-3.88210, -1.91238, -4.68418], [-3.30110, -0.87938, -5.48218], [-2.53610, 0.10662, -4.97618], [-2.34110, 0.28362, -3.57018], [-1.99410, 0.95162, -5.83218], [-1.04510, 1.89262, -5.36018], [-4.61110, -1.41638, -4.09318], [-3.11810, -2.20938, -3.99318], [-4.28710, -2.67038, -5.36518], [-0.17910, 1.34262, -5.01018], [-1.55310, 2.53062, -4.63418], [-0.65910, 2.38762, -6.22618], [4.49590, 0.88362, -0.00118], [5.39290, 0.57062, 1.07982], [4.94990, -0.19638, 2.02282], [3.73090, -0.94038, 1.95682], [5.78990, -0.16338, 3.05082], [5.39190, -1.01138, 4.10882], [4.98490, 1.41562, -0.84318], [3.52690, 1.40662, 0.22782], [4.18490, -0.03638, -0.49718], [5.25390, -2.08038, 3.78282], [4.46490, -0.73738, 4.58882], [6.13690, -1.02038, 4.91682], [-0.28510, -1.78538, -3.31218], [0.58390, -0.88038, -4.00118], [1.30990, -1.28138, -5.01418], [1.37090, -2.64938, -5.37118], [2.10490, -0.38738, -5.58718], [2.92090, -0.76438, -6.68818], [-1.01010, -2.28138, -3.93818], [-0.70910, -1.23038, -2.47418], [0.32290, -2.61038, -2.98618], [2.28990, -1.20938, -7.42918], [3.62490, -1.43938, -6.26618], [3.52490, -0.03138, -7.06418], [-0.30010, -5.08638, 1.10082], [-0.02810, -3.81838, 1.65682], [0.18290, -2.80538, 0.87482], [-0.03410, -2.95638, -0.53418], [0.51090, -1.68338, 1.42482], [0.73690, -0.54238, 0.60782], [0.54990, -5.39038, 0.43582], [-1.22210, -5.10038, 0.51682], [-0.34210, -5.83038, 1.85782], [-0.16810, -0.31338, 0.05182], [1.51790, -0.69938, -0.05018], [1.08990, 0.33962, 1.14682], [1.59690, -0.15038, 4.79982], [2.16890, 1.15762, 4.25882], [1.85790, 2.42162, 5.04182], [0.39090, 2.52962, 5.13082], [-0.76510, 2.52562, 5.18782], [1.87490, -0.19738, 5.82682], [1.97890, -1.00538, 4.29782], [0.53390, -0.22538, 4.69782], [1.96390, 1.32662, 3.16782], [3.25690, 1.05062, 4.23582], [2.18390, 3.40062, 4.60582], [2.18790, 2.39262, 6.08882], [-5.52310, 3.53062, -2.94018], [-4.00410, 3.30662, -3.26618], [-3.15010, 2.99062, -1.97818], [-2.88810, 4.13062, -1.12318], [-2.71610, 5.00862, -0.42918], [-5.64910, 4.44662, -2.39918], [-6.04710, 2.66862, -2.41618], [-6.06110, 3.73562, -3.87718], [-3.64510, 4.21462, -3.64918], [-3.91010, 2.50662, -4.01818], [-2.19510, 2.63762, -2.36718], [-3.41310, 2.21962, -1.29518]], "homo_lumo_gap_ha": 0.3706, "smiles": "C[C@H]1COC(=O)O1.COC(=O)OC.COC(=O)OC.COC(=O)OC.COC(=O)OC.COC(=O)OC.COC(=O)OC.COC(=O)OC.CCCC#N.CCCC#N"}

{"formula": "C22H50FIN2O11P3", "method": "ωB97M-V with the def2-TZVPD basis set", "elements": ["C", "C", "C", "F", "C", "C", "C", "C", "N", "O", "O", "C", "C", "N", "C", "P", "O", "I", "H", "H", "H", "H", "H", "H", "H", "H", "H", "H", "H", "H", "H", "H", "H", "H", "H", "H", "H", "H", "O", "P", "O", "C", "C", "O", "C", "C", "O", "C", "C", "H", "H", "H", "H", "H", "H", "H", "H", "H", "H", "H", "H", "H", "H", "H", "O", "P", "O", "C", "C", "O", "C", "C", "O", "C", "C", "H", "H", "H", "H", "H", "H", "H", "H", "H", "H", "H", "H", "H", "H", "H"], "coordinates": [[7.03927, 3.84257, 5.10541], [5.73999, 3.22108, 5.65548], [4.50081, 3.94244, 5.15228], [4.70487, 5.32604, 5.33077], [4.03116, 3.66316, 3.70753], [4.07219, 2.14286, 3.45514], [3.27153, 1.24053, 4.43954], [2.21624, 0.35434, 3.79268], [0.89538, 0.83835, 3.64213], [2.48242, -0.75149, 3.44271], [4.83049, 4.22396, 2.70805], [4.74590, 5.62231, 2.46899], [3.49934, 6.38529, 2.94993], [2.51004, 5.61851, 3.77825], [2.55953, 4.10635, 3.60024], [1.72089, 3.63671, 1.99601], [2.43838, 4.57691, 0.88361], [-0.52871, 4.54918, 2.28882], [7.88446, 3.16665, 5.18517], [6.90691, 4.23060, 4.09876], [7.27597, 4.70690, 5.72439], [5.69992, 2.14345, 5.53250], [5.75875, 3.40103, 6.73181], [3.68830, 3.68976, 5.83917], [3.80145, 1.93579, 2.42073], [5.10482, 1.81551, 3.54039], [3.96944, 0.54909, 4.90479], [2.79253, 1.78205, 5.25932], [0.71866, 0.98447, 2.65335], [0.79578, 1.73303, 4.10742], [5.62534, 6.09772, 2.90528], [4.82913, 5.76863, 1.39533], [2.95722, 6.74140, 2.07789], [3.78957, 7.28269, 3.48776], [2.55454, 5.88273, 4.76346], [1.57573, 5.91919, 3.47484], [1.97254, 3.68352, 4.41076], [2.49468, 4.08677, 0.05149], [-4.08168, -1.63473, 1.69671], [-3.81993, -1.11063, 0.34071], [-4.06250, -2.34151, -0.67462], [-5.39215, -2.84768, -0.84030], [-6.26031, -1.91999, -1.67129], [-2.19010, -1.04712, 0.30440], [-1.40264, -1.13906, 1.48944], [-0.89991, -2.54994, 1.70145], [-3.90352, 0.05586, -0.79055], [-4.40208, 1.35766, -0.42438], [-3.50392, 2.03342, 0.59427], [-5.84509, -3.02955, 0.13798], [-5.29148, -3.80828, -1.34304], [-6.46696, -0.98794, -1.13757], [-7.21475, -2.39337, -1.90128], [-5.75982, -1.65759, -2.60307], [-1.95789, -0.78437, 2.35816], [-0.55282, -0.46424, 1.35037], [-1.72788, -3.25804, 1.72019], [-0.34775, -2.62694, 2.63887], [-0.24124, -2.84448, 0.88342], [-5.41931, 1.26905, -0.03518], [-4.45221, 1.94056, -1.34185], [-3.51575, 1.49503, 1.54691], [-3.83735, 3.05557, 0.77965], [-2.47111, 2.05053, 0.24381], [-2.62482, -3.07647, -6.14180], [-2.02562, -4.35437, -5.72662], [-3.17429, -5.33101, -5.17166], [-4.20453, -5.76966, -6.06434], [-3.71248, -6.81973, -7.04386], [-1.25896, -4.02679, -4.33923], [-1.06384, -2.68467, -3.89134], [-2.12873, -2.29106, -2.89101], [-0.94887, -5.47143, -6.15927], [-0.06834, -5.19356, -7.27199], [0.86502, -4.03488, -6.98194], [-4.62404, -4.91092, -6.59548], [-4.99155, -6.18732, -5.43828], [-3.00129, -6.39361, -7.75534], [-4.54637, -7.23492, -7.61015], [-3.20266, -7.62630, -6.51809], [-1.03583, -1.99208, -4.73328], [-0.07971, -2.65299, -3.41743], [-3.12802, -2.43304, -3.30257], [-2.01870, -1.24678, -2.59517], [-2.06413, -2.91107, -1.99991], [-0.66290, -4.99321, -8.16692], [0.49876, -6.10437, -7.45193], [0.31068, -3.09784, -6.87961], [1.58547, -3.91369, -7.79077], [1.40036, -4.20045, -6.04738]], "homo_lumo_gap_ha": 0.2860, "charge": 1}